No. 1
Computed, not measured: a cluster of 3 separate species, C2H6O3P in total at a distorted geometry, with ωB97M-V with the def2-TZVPD basis set.

Last column: Löwdin charge in e.
Geometry (Å):
C  -0.88290  0.40444  -0.19813  -0.18
C  -2.27033  0.09081  0.04850  -0.38
O  0.83084  -1.62881  0.47507  -0.49
O  3.77355  0.66491  0.29458  -0.64
O  -2.94841  0.42769  1.00696  -0.04
P  2.37786  0.82232  -0.14996  0.74
H  -0.52888  1.24541  0.38983  0.04
H  -0.22190  -0.51868  0.12280  0.01
H  -0.65222  0.51937  -1.25175  0.06
H  -2.72916  -0.57044  -0.72394  0.10
H  0.89504  -1.61736  1.43163  -0.11
H  2.35653  0.16034  -1.44559  -0.14

Cartesian forces (eV/Å) of the 2 atoms listed first:
0.37 0.15 0.24
-0.59 -0.11 0.04

Output
max |F|	1.29	eV/Å
molar mass	109.04	g mol⁻¹
energy above the lowest of the compared OMol25 structures with the same formula, charge and spin	393.4	kJ/mol
E	-17601.897	eV
charge	-1
frontier orbital gap	7.657	eV
highest occupied orbital energy	-4.14	eV
E_LUMO	3.51	eV

=====

No. 2
Computed, not measured: a structure of composition C22H10Br4IrN3O2 at a distorted geometry, with ωB97M-V with the def2-TZVPD basis set.

Last column: Löwdin charge in e.
Geometry (Å):
Ir  0.85961  1.53679  -0.08266  1.58
N  -4.19503  -7.33200  -0.22436  0.16
C  -3.53747  -6.38868  -0.06745  -0.21
C  -2.79019  -5.21475  0.01438  -0.26
C  -2.00024  -4.95027  1.10401  -0.02
C  -1.21376  -3.80558  1.10457  -0.01
C  -1.33213  -2.86065  0.02243  -0.14
C  -2.22502  -3.15289  -1.04356  -0.03
C  -2.90280  -4.32254  -1.07374  -0.02
C  -0.55901  -1.62254  0.04264  -0.11
C  -0.51539  -0.91374  1.25867  -0.20
C  -1.20459  -1.14920  2.51847  -0.03
C  -0.97996  -0.06752  3.34647  -0.11
C  -0.24990  0.88004  2.65245  -0.16
N  -0.05247  0.43579  1.36950  -0.16
C  0.09747  -1.16072  -1.11030  -0.23
C  0.33013  -1.92260  -2.29656  -0.01
C  1.20712  -1.17771  -3.09483  -0.08
C  1.39868  0.08322  -2.52630  -0.12
N  0.81112  0.05001  -1.25232  -0.20
H  -2.01602  -5.71251  1.88052  0.13
H  -0.56532  -3.60139  1.93602  0.10
H  -2.17875  -2.45642  -1.89624  0.12
H  -3.61052  -4.59674  -1.86048  0.13
H  -1.49019  -2.17304  2.82916  0.10
H  -1.41936  0.06481  4.34472  0.11
H  0.20403  1.78296  3.03875  0.10
H  0.03087  -2.93448  -2.53290  0.11
H  1.75243  -1.63290  -3.93086  0.11
H  2.15443  0.76234  -2.82654  0.09
Br  4.10339  7.52492  -1.34345  0.71
C  2.98249  6.10295  -0.72916  -0.70
C  2.17348  6.48630  0.41110  -0.67
Br  2.17788  8.38100  0.89080  0.68
C  1.34697  5.58765  1.08079  -0.58
Br  0.63122  5.88246  2.86970  0.75
C  1.27981  4.25499  0.48634  -0.31
O  0.64400  3.25090  1.03114  -0.21
C  2.12783  3.91059  -0.70863  -0.32
O  1.98895  2.70107  -1.20502  -0.23
C  2.99957  4.85529  -1.30701  -0.57
Br  3.73661  4.61481  -3.12026  0.73

Cartesian forces (eV/Å) of the 2 atoms listed first:
-1.44 -0.86 2.69
0.75 0.92 0.29

Output
max |F|	3.17	eV/Å
molar mass	860.17	g mol⁻¹
expectation value of S²	6.10
E	-314545.114	eV
frontier orbital gap (spin up / spin down)	5.558 / 4.789	eV
2S+1	5
highest occupied orbital energy (spin up / spin down)	-6.36 / -8.05	eV
E_LUMO (spin up / spin down)	-0.80 / -3.26	eV

=====

No. 3
Computed, not measured: a structure of composition C48H39F4N2O3P2Ti, with ωB97M-V with the def2-TZVPD basis set.

Last column: Löwdin charge in e.
Geometry (Å):
Ti  -1.58527  0.63199  0.07719  0.84
C  -4.40034  -0.42244  -0.94652  -0.08
N  -3.90356  0.53957  0.03282  -0.32
C  -4.54269  1.84379  -0.16955  -0.06
C  -4.16822  0.06787  1.40321  -0.19
C  -3.47319  0.95893  2.43974  -0.20
N  -2.19320  1.41320  1.91842  -0.06
C  -1.60501  2.49902  2.45339  -0.17
C  -0.46793  3.02095  1.79679  -0.14
F  -0.01080  2.31931  0.72115  0.03
C  0.17221  4.17432  2.15687  -0.24
F  1.21884  4.59788  1.42407  0.08
C  -0.22982  4.90696  3.26106  0.04
C  -1.28974  4.38809  3.97443  -0.23
F  -1.70253  5.02708  5.08979  0.07
C  -1.95449  3.23441  3.61009  -0.14
F  -2.94217  2.80579  4.43668  0.06
H  -5.49008  -0.55181  -0.86794  0.09
H  -3.91011  -1.38337  -0.78903  0.08
H  -4.16607  -0.06551  -1.95164  0.09
H  -5.62395  1.76473  0.01453  0.10
H  -4.37831  2.19886  -1.18209  0.07
H  -4.11413  2.57748  0.50947  0.10
H  -3.79953  -0.95164  1.47532  0.10
H  -5.25351  0.06459  1.58806  0.12
H  -3.34998  0.36577  3.35378  0.12
H  -4.12672  1.79647  2.69793  0.11
H  0.27188  5.81405  3.55948  0.13
O  -2.80653  3.63288  -2.43291  0.05
C  -2.19390  2.57719  -2.36365  -0.59
O  -1.76614  2.05261  -1.27170  -0.19
C  -1.89438  1.82550  -3.65700  -0.11
C  -2.20142  2.50766  -4.83669  -0.02
C  -1.95930  1.94806  -6.07522  -0.08
C  -1.39656  0.67927  -6.15762  -0.08
C  -1.09098  -0.00627  -4.99843  -0.10
C  -1.34009  0.54180  -3.73580  -0.26
P  -0.82219  -0.41603  -2.24749  1.13
C  0.96911  -0.48038  -2.62575  -0.33
C  1.60408  -1.51061  -3.31189  -0.09
C  2.95131  -1.41060  -3.63441  -0.09
C  3.67164  -0.27924  -3.27897  -0.11
C  3.04861  0.74362  -2.57633  -0.09
C  1.70803  0.63816  -2.24093  -0.11
C  -1.40368  -2.11154  -2.57589  -0.35
C  -2.50682  -2.40935  -3.37234  -0.10
C  -2.99085  -3.70859  -3.44712  -0.09
C  -2.38074  -4.72427  -2.72529  -0.10
C  -1.28893  -4.43375  -1.91807  -0.07
C  -0.80846  -3.13671  -1.83757  -0.10
H  -2.63353  3.49389  -4.73912  0.11
H  -2.19998  2.49881  -6.97611  0.10
H  -1.19087  0.22954  -7.12133  0.10
H  -0.64158  -0.98950  -5.06733  0.10
H  1.05005  -2.39762  -3.59432  0.10
H  3.43731  -2.22080  -4.16429  0.10
H  4.72259  -0.20280  -3.53000  0.10
H  3.61265  1.61349  -2.26413  0.11
H  1.23187  1.42448  -1.66581  0.10
H  -2.99792  -1.62552  -3.93535  0.10
H  -3.84942  -3.92436  -4.07130  0.10
H  -2.76054  -5.73681  -2.78417  0.10
H  -0.81509  -5.21083  -1.33145  0.10
H  0.02503  -2.91492  -1.17897  0.10
O  -1.78326  -1.23378  0.59363  -0.27
C  -0.50596  -0.98324  0.80008  -0.35
C  0.30592  -2.00563  1.29906  -0.30
C  -0.26078  -3.28079  1.62609  -0.06
C  0.50931  -4.29798  2.12633  -0.12
C  1.88343  -4.11669  2.34809  -0.12
C  2.45663  -2.87807  2.05612  -0.11
C  1.71395  -1.83265  1.53455  -0.34
P  2.42045  -0.19446  1.15948  1.13
C  2.09637  0.71700  2.71760  -0.37
C  1.18051  0.27905  3.67015  -0.07
C  0.91911  1.04338  4.80045  -0.08
C  1.58542  2.24170  5.00635  -0.10
C  2.50408  2.68495  4.06359  -0.10
C  2.73750  1.93904  2.91953  -0.13
C  4.21222  -0.58298  1.33702  -0.38
C  5.00795  -0.30366  2.44441  -0.09
C  6.35834  -0.63508  2.45120  -0.10
C  6.93335  -1.25985  1.35512  -0.11
C  6.14817  -1.54922  0.24510  -0.10
C  4.80651  -1.20543  0.23625  -0.11
H  -1.32434  -3.41670  1.46298  0.10
H  0.04752  -5.25156  2.36078  0.09
H  2.49146  -4.91770  2.74803  0.08
H  3.51520  -2.73822  2.24136  0.09
H  0.65985  -0.65847  3.51987  0.10
H  0.18833  0.69784  5.52183  0.10
H  1.37955  2.83654  5.88771  0.10
H  3.01440  3.63009  4.20322  0.10
H  3.42753  2.31129  2.16857  0.11
H  4.57158  0.16855  3.31632  0.10
H  6.95935  -0.40991  3.32438  0.10
H  7.98473  -1.52048  1.36396  0.09
H  6.58371  -2.03978  -0.61754  0.10
H  4.19794  -1.42988  -0.63440  0.09

Cartesian forces (eV/Å) of the 2 atoms listed first:
0.09 -0.07 0.41
0.00 -0.06 0.01

Output
max |F|	0.73	eV/Å
molar mass	877.66	g mol⁻¹
energy above the lowest of the compared OMol25 structures with the same formula, charge and spin	0.0	kJ/mol
expectation value of S²	2.03
E	-112098.506	eV
charge	-1
frontier orbital gap (spin up / spin down)	4.848 / 7.229	eV
2S+1	3
highest occupied orbital energy (spin up / spin down)	-2.41 / -4.80	eV
E_LUMO (spin up / spin down)	2.44 / 2.43	eV

=====

No. 4
Computed, not measured: a cluster of 2 separate species, C4H12NO2 in total, with ωB97M-V with the def2-TZVPD basis set.

Last column: Löwdin charge in e.
Geometry (Å):
C  -0.70220  -0.79338  -2.53667  -0.08
C  -0.60214  -0.19211  -1.14541  -0.54
C  -1.87090  0.48873  -0.67003  -0.07
O  0.46555  0.74201  -1.17760  -0.13
H  0.22770  -1.31924  -2.75597  0.07
H  -0.82495  -0.00799  -3.28671  0.07
H  -1.54674  -1.48572  -2.61824  0.06
H  -0.33919  -0.99071  -0.43971  0.12
H  -2.67091  -0.22546  -0.44456  0.07
H  -2.24214  1.20090  -1.41465  0.07
H  -1.63852  1.04289  0.23929  0.07
H  0.67689  0.92485  -0.18879  0.00
N  0.60928  -1.03021  2.56098  -0.04
C  1.44868  -0.13947  1.68042  -0.56
O  0.76648  0.94469  1.29514  -0.29
H  0.12834  -0.39999  3.19636  0.03
H  1.20748  -1.62158  3.13465  0.02
H  2.38773  0.10461  2.23926  0.07
H  1.75931  -0.79979  0.83654  0.08

Cartesian forces (eV/Å) of the 2 atoms listed first:
-0.16 -0.07 0.02
0.74 0.41 -0.15

Output
max |F|	0.86	eV/Å
molar mass	106.14	g mol⁻¹
energy above the lowest of the compared OMol25 structures with the same formula, charge and spin	11.8	kJ/mol
E	-9928.101	eV
charge	-1
frontier orbital gap	7.542	eV
highest occupied orbital energy	-3.37	eV
E_LUMO	4.17	eV

=====

No. 5
Computed, not measured: a structure of composition C33H26BrN6S2Ti, with ωB97M-V with the def2-TZVPD basis set.

Last column: Löwdin charge in e.
Geometry (Å):
Ti  -0.55710  0.99207  -0.10043  0.51
C  -1.44873  -1.92576  1.06442  -0.16
C  -0.68611  -2.65756  -0.02780  -0.12
C  0.44086  -3.54562  0.43610  -0.29
C  1.52568  -3.77313  -0.41227  -0.01
C  2.52952  -4.63212  -0.00975  -0.06
C  2.42959  -5.23458  1.23812  -0.08
C  1.32669  -4.93669  2.01770  -0.15
N  0.34803  -4.11601  1.63707  0.11
N  -0.83133  -0.66330  1.53905  -0.21
C  0.45467  -0.89514  2.19474  -0.15
C  1.15885  0.39997  2.49523  -0.27
C  2.11791  0.46474  3.49398  -0.01
C  2.79555  1.65324  3.70461  -0.06
C  2.48277  2.74524  2.91322  -0.05
C  1.50474  2.60554  1.94451  -0.08
N  0.85186  1.45858  1.73674  0.04
C  -1.78371  -0.03593  2.48277  -0.13
C  -2.92330  0.54710  1.71002  -0.30
C  -4.22410  0.50361  2.12348  -0.07
C  -5.23026  1.12102  1.36005  -0.12
C  -4.82314  1.75687  0.17352  -0.10
C  -3.50675  1.75785  -0.20105  -0.17
N  -2.51099  1.15257  0.53643  -0.08
H  -1.58406  -2.59778  1.91962  0.12
H  -2.43468  -1.65295  0.68670  0.13
H  -0.32530  -1.94990  -0.77223  0.05
H  -1.40606  -3.29490  -0.55264  0.14
H  1.57120  -3.25934  -1.36436  0.10
H  3.37756  -4.82447  -0.65437  0.11
H  3.18916  -5.91178  1.60485  0.09
H  1.21738  -5.38029  3.00242  0.10
H  1.09418  -1.44743  1.50340  0.10
H  0.34416  -1.49135  3.10986  0.14
H  2.32684  -0.41537  4.08844  0.12
H  3.55392  1.72560  4.47354  0.11
H  2.98291  3.69559  3.03585  0.11
H  1.21974  3.42512  1.29861  0.10
H  -1.25388  0.75975  3.01418  0.13
H  -2.13293  -0.76599  3.22388  0.13
H  -4.45487  -0.00920  3.05056  0.10
H  -6.26536  1.10640  1.66906  0.08
H  -5.53834  2.25430  -0.46910  0.09
H  -3.17732  2.24269  -1.11066  0.09
S  1.63824  0.05426  -0.86045  0.65
C  1.35270  -0.61545  -2.44228  -0.69
C  2.39110  -1.26927  -3.11068  -0.09
C  2.20910  -1.86351  -4.35075  -0.21
C  3.31039  -2.53605  -4.97860  -0.19
N  4.20185  -3.08203  -5.45901  0.14
C  0.94492  -1.80095  -4.96018  -0.20
C  -0.08746  -1.14014  -4.31445  -0.07
C  0.07970  -0.53519  -3.06535  -0.68
S  -1.26721  0.28885  -2.32772  0.64
C  0.70906  -2.41879  -6.23461  -0.19
N  0.51973  -2.91708  -7.25391  0.15
H  3.36500  -1.31774  -2.64059  0.11
H  -1.05983  -1.09343  -4.78736  0.11
Br  0.21985  7.77852  -1.12457  0.66
C  -0.04128  5.90418  -0.87344  -0.71
C  0.69620  5.00668  -1.62531  -0.15
C  0.50161  3.64396  -1.42143  -0.13
C  -0.41116  3.13228  -0.48618  -0.27
C  -1.13841  4.09388  0.23057  -0.15
C  -0.96638  5.46478  0.05507  -0.15
H  1.41165  5.36399  -2.35508  0.09
H  1.09581  2.95544  -2.01485  0.08
H  -1.87487  3.77467  0.96362  0.09
H  -1.54574  6.17687  0.62950  0.09

Cartesian forces (eV/Å) of the 2 atoms listed first:
0.18 0.05 -0.01
0.00 0.01 -0.04

Output
max |F|	0.19	eV/Å
molar mass	698.52	g mol⁻¹
energy above the lowest of the compared OMol25 structures with the same formula, charge and spin	0.0	kJ/mol
expectation value of S²	2.03
E	-158416.232	eV
charge	-1
frontier orbital gap (spin up / spin down)	4.746 / 7.123	eV
2S+1	3
highest occupied orbital energy (spin up / spin down)	-2.60 / -4.98	eV
E_LUMO (spin up / spin down)	2.15 / 2.14	eV

=====

No. 6
Computed, not measured: the ion C9H17N3O2S with charge +2 at a distorted geometry, with ωB97M-V with the def2-TZVPD basis set.

Last column: Löwdin charge in e.
Geometry (Å):
C  0.90782  -0.43531  0.34732  0.10
C  -1.60061  -0.33992  0.51823  0.17
C  0.77211  -1.82034  0.24432  -0.26
C  -1.54638  -1.50856  -0.31602  -0.42
C  3.56968  1.52695  -1.19206  -0.08
C  -0.56233  -3.73951  -0.41012  0.05
C  -3.77461  0.29357  0.93411  0.03
C  -2.10089  2.01047  0.44585  0.02
C  3.08732  0.23210  -0.58616  -0.62
N  -0.39419  -2.33144  -0.17202  0.03
N  1.81080  0.42712  0.12689  0.07
N  -2.56892  0.64668  0.13254  -0.21
O  1.64254  -2.67405  0.73501  0.19
O  -2.55011  -1.92500  -0.85550  0.16
S  4.25634  -0.46688  0.66904  0.87
H  4.54917  1.37458  -1.64188  0.10
H  3.65911  2.31364  -0.44432  0.09
H  2.89808  1.86014  -1.98139  0.10
H  0.40286  -4.22329  -0.55096  0.12
H  -1.07180  -4.20797  0.44004  0.14
H  -1.20479  -3.87176  -1.28641  0.12
H  -3.53285  0.32060  1.99620  0.13
H  -4.56694  1.01303  0.72475  0.13
H  -4.12375  -0.70338  0.66660  0.12
H  -1.79994  2.05657  1.49560  0.12
H  -1.25320  2.26811  -0.18888  0.11
H  -2.90405  2.73011  0.27299  0.12
H  2.95992  -0.55357  -1.33480  0.13
H  2.49551  -2.31677  1.03795  0.10
H  1.70713  1.37000  0.51488  0.18
H  -2.85078  0.59403  -0.86193  0.20
H  4.74734  0.68810  1.12306  -0.09

Cartesian forces (eV/Å) of the 2 atoms listed first:
-1.63 1.37 0.07
1.23 -0.35 1.12

Output
max |F|	2.13	eV/Å
molar mass	231.32	g mol⁻¹
energy above the lowest of the compared OMol25 structures with the same formula, charge and spin	97.2	kJ/mol
E	-28987.624	eV
charge	+2
frontier orbital gap (spin up / spin down)	6.998 / 6.999	eV
highest occupied orbital energy (spin up / spin down)	-16.47 / -16.47	eV
E_LUMO (spin up / spin down)	-9.47 / -9.47	eV

=====

The lowest max |F| belongs to which entry? C33H26BrN6S2Ti

=====

The lowest E belongs to which entry? C22H10Br4IrN3O2